1.
A structure of composition C26H31N2O8V at a distorted geometry, computed with ωB97M-V/def2-TZVPD.

The geometry in XYZ format:
```
68
Properties=species:S:1:pos:R:3:forces:R:3
O -2.481408 2.091740 -5.616964 -0.07 0.24 -1.33
C -1.653581 1.857678 -6.801720 0.25 -0.22 0.28
C -2.541844 2.705415 -7.717109 -0.02 -0.14 0.76
H -1.627422 0.793095 -7.064653 0.13 0.18 0.17
H -0.641713 2.251223 -6.651732 -0.11 -0.23 0.01
C -3.402957 2.872702 -6.432772 -0.48 0.44 -0.62
H -3.033149 2.147254 -8.519517 0.16 0.29 0.07
H -2.071159 3.631788 -8.060040 -0.20 -0.24 -0.10
C -4.762071 2.207049 -6.543647 -0.08 -0.05 0.11
H -4.663163 1.188700 -6.935310 -0.02 0.12 0.16
H -5.405404 2.771679 -7.230551 0.14 -0.06 0.12
H -5.251070 2.176773 -5.563582 0.05 -0.08 -0.14
C -3.522867 4.309231 -5.960606 -0.03 0.04 0.16
H -2.540363 4.787752 -5.885948 -0.13 -0.13 0.05
H -4.018927 4.349008 -4.984928 0.12 0.03 -0.07
H -4.128335 4.887014 -6.670420 0.09 -0.14 0.09
V 0.535921 0.257477 1.874993 0.29 -2.33 1.13
C 1.561837 1.932819 2.877543 1.01 0.40 -0.88
C 2.601208 1.121195 2.302151 -0.67 0.97 -0.18
C 2.429096 1.114029 0.878529 -0.68 0.84 0.38
H 3.416878 0.648059 2.842000 -0.58 -0.18 -0.07
C 1.320974 1.978105 0.568342 0.71 0.02 0.60
C 0.779573 2.473006 1.797811 1.10 -0.11 -0.06
H -0.026831 3.196832 1.898118 0.15 -0.39 -0.05
H 1.428388 2.148321 3.934110 -0.02 -0.31 -0.32
H 3.059926 0.596996 0.160790 -0.24 0.06 0.21
H 1.037438 2.312779 -0.424169 -0.17 -0.43 0.25
C -0.989686 -0.581365 3.467968 -0.78 0.71 -0.58
C -1.300771 0.750415 3.033191 -0.52 -1.18 -0.14
C -1.636465 0.689053 1.629081 0.07 -0.73 0.33
H -1.342145 1.622452 3.680565 0.10 -0.21 -0.27
C -1.528509 -0.685171 1.213799 -0.04 0.26 0.84
C -1.117855 -1.459267 2.343311 -0.46 1.05 -0.19
H -1.015241 -2.542183 2.365193 0.33 0.41 -0.06
H -0.807313 -0.868763 4.500308 0.36 0.10 -0.49
H -1.994304 1.514548 1.019822 0.22 -0.22 0.13
H -1.779243 -1.079471 0.234167 0.30 0.19 0.24
O -0.238294 0.216586 -1.236916 -0.13 0.14 -1.16
C -1.110599 1.221347 -1.799750 -0.10 -0.31 0.37
C -0.679619 1.455157 -3.240040 0.46 0.24 -0.03
H -1.050819 2.130472 -1.179208 0.01 -0.27 -0.17
H -2.147450 0.848982 -1.749043 0.21 0.07 0.00
C 0.017019 0.141501 -3.631799 -0.60 -0.04 0.19
H 0.058113 2.271631 -3.284587 -0.22 -0.11 0.04
H -1.521939 1.708816 -3.886916 0.30 -0.04 0.22
C 0.568845 -0.349863 -2.294543 0.32 0.09 0.36
H 0.799389 0.283876 -4.382901 -0.12 -0.07 0.13
H -0.730731 -0.556750 -4.029776 0.20 0.03 0.06
H 1.599087 0.016823 -2.158104 -0.15 -0.17 0.00
H 0.568212 -1.443371 -2.185317 -0.01 0.31 -0.02
O 1.640251 -0.628347 4.308429 0.09 -0.83 -1.58
C 1.916256 -1.706437 3.694463 0.07 0.49 1.12
O 1.758458 -1.935611 2.445948 -0.57 1.63 0.32
C 2.447551 -2.799978 4.596858 0.28 -1.15 0.41
C 2.492601 -4.144343 4.205781 -0.27 0.87 -0.52
C 2.897727 -5.136949 5.128486 -0.06 -1.38 -0.23
C 3.292425 -4.800428 6.430081 0.05 0.65 0.51
C 3.259546 -3.451440 6.812005 -0.21 -0.80 -1.13
C 2.831360 -2.460275 5.906318 -0.05 0.77 0.06
N 3.663876 -3.074385 8.143043 0.44 -0.01 1.15
O 4.005034 -3.981160 8.934444 -0.40 1.30 -0.83
O 3.663915 -1.864957 8.452163 -0.01 -1.58 -0.36
N 2.856360 -6.522996 4.735193 0.15 1.85 0.63
O 2.491739 -6.795730 3.571753 -0.12 -0.06 -0.37
O 3.181764 -7.393614 5.570969 0.14 -0.38 0.31
H 2.192297 -4.429333 3.197951 0.12 0.02 0.37
H 3.605724 -5.564101 7.135895 -0.10 0.13 -0.27
H 2.784459 -1.423087 6.230997 0.01 -0.36 -0.13
```
Positions in Å, forces in eV/Å.

2S+1: 4
E (Eh): -2664.58061
Frontier orbital gap (alpha / beta) (eV): 3.0 / 7.1
Relative energy (zero: lowest compared OMol25 entry of this formula, charge and spin) (eV): 0.000
HOMO energy (alpha / beta) (eV): -1.51 / -5.56
Largest force on an atom (hartree/bohr): 0.0506
<S²>: 3.823
Charge: -1

---

2.
The molecule C26H31N3O2S, computed with ωB97M-V/def2-TZVPD.

The geometry in XYZ format:
```
63
Properties=species:S:1:pos:R:3:forces:R:3
C -8.039646 -2.478978 -1.447729 0.01 0.07 0.02
C -8.010146 -1.014876 -1.178146 -0.65 0.16 -0.44
C -8.864985 -0.084365 -1.680986 0.12 0.12 0.13
S -8.465896 1.491557 -1.111343 0.43 -0.55 0.21
C -7.149503 0.769288 -0.214836 -0.56 0.60 -0.48
N -7.056588 -0.503910 -0.351467 0.62 -0.22 0.46
C -6.263406 1.585997 0.666293 0.15 0.37 0.36
N -5.033925 0.870091 0.911187 -0.23 -0.11 0.07
C -3.821313 1.415004 0.635382 -0.15 -0.09 0.14
O -3.698785 2.565376 0.254981 0.10 0.21 -0.14
C -2.656369 0.516570 0.849052 0.37 0.00 -0.06
C -2.668685 -0.583705 1.705284 0.05 0.13 -0.15
C -1.539518 -1.353933 1.861232 0.22 -0.11 -0.03
C -0.355913 -1.064665 1.169291 -0.34 -0.01 0.15
C -0.341882 0.040868 0.322530 0.33 -0.10 -0.05
C -1.476492 0.815917 0.178583 -0.33 0.01 0.11
H -1.462753 1.679879 -0.468975 0.00 0.07 -0.04
H 0.538824 0.321475 -0.230224 0.07 -0.03 -0.01
O 0.654428 -1.929109 1.431653 -0.22 0.00 0.08
C 1.959780 -1.848557 0.872500 0.41 0.15 -0.25
C 2.745866 -0.599866 1.280956 -0.01 -0.27 -0.03
C 4.177034 -0.713573 0.730379 -0.14 0.12 0.19
N 4.222119 -0.917225 -0.700260 0.05 -0.02 -0.03
C 3.481141 -2.096493 -1.085144 -0.23 -0.04 -0.05
C 2.009024 -2.058754 -0.643237 0.09 -0.07 0.24
H 1.492854 -1.254927 -1.167390 -0.03 0.00 -0.04
H 1.513576 -2.997149 -0.897571 -0.05 -0.01 -0.02
H 3.545211 -2.214532 -2.168806 0.02 -0.09 0.04
H 3.971146 -2.959286 -0.621494 -0.02 -0.07 -0.08
C 3.977571 0.267112 -1.505666 0.32 -0.01 -0.28
H 3.210800 0.068783 -2.261220 -0.07 0.03 0.07
C 5.272339 0.694893 -2.224411 -0.32 0.07 0.17
C 6.312984 1.108749 -1.227448 0.04 -0.02 -0.15
C 7.186052 0.171710 -0.689614 0.03 0.01 -0.03
C 8.111975 0.540981 0.269410 0.07 -0.04 0.07
C 8.178338 1.854263 0.703396 0.06 0.03 0.09
C 7.312284 2.795422 0.173755 0.00 0.10 0.07
C 6.385054 2.423134 -0.783438 -0.01 -0.02 -0.01
H 5.710876 3.162520 -1.193679 -0.07 0.07 -0.06
H 7.359440 3.822241 0.506977 0.01 0.08 0.02
H 8.902783 2.143984 1.450446 0.06 0.02 0.05
H 8.785614 -0.197340 0.680003 0.05 -0.06 0.03
H 7.129115 -0.853607 -1.022668 -0.01 -0.10 -0.05
H 5.633985 -0.148560 -2.813388 -0.03 0.01 -0.07
H 5.041933 1.523091 -2.897264 0.05 0.02 -0.08
H 3.630238 1.101283 -0.886872 -0.09 -0.01 -0.03
H 4.748816 0.183547 0.973852 0.03 -0.08 0.07
H 4.675154 -1.568168 1.200094 0.05 0.04 0.08
H 2.276477 0.303072 0.891760 -0.01 0.04 0.02
H 2.766930 -0.522113 2.368968 -0.03 0.04 0.04
H 2.451903 -2.714332 1.340179 -0.02 0.16 -0.11
H -1.535712 -2.202691 2.527373 0.00 -0.08 0.08
H -3.550557 -0.828543 2.278725 -0.08 -0.03 0.06
H -5.128734 -0.123316 1.048489 0.10 -0.01 -0.13
C -6.983452 1.901972 1.984668 0.14 0.08 -0.21
H -6.328635 2.490056 2.621584 0.05 0.06 0.07
H -7.890690 2.467726 1.789520 -0.13 0.04 0.05
H -7.244251 0.978862 2.497912 -0.05 -0.08 0.05
H -5.991671 2.525191 0.168470 -0.04 -0.23 0.07
H -9.693601 -0.227260 -2.343972 -0.17 -0.11 -0.17
H -7.087769 -2.795248 -1.870420 0.03 -0.08 -0.04
H -8.190147 -3.023961 -0.517310 -0.02 -0.09 0.02
H -8.840665 -2.721591 -2.139937 -0.03 -0.10 -0.04
```
Positions in Å, forces in eV/Å.

E (Eh): -1722.31532
SMILES: Cc1csc([C@@H](C)NC(=O)c2ccc(OC3CCN(CCc4ccccc4)CC3)cc2)n1
Frontier orbital gap (eV): 9.1
Relative energy (zero: lowest compared OMol25 entry of this formula, charge and spin) (eV): 0.261
HOMO energy (eV): -8.39
Largest force on an atom (hartree/bohr): 0.0185

---

3.
The molecule C26H31N3O4, computed with ωB97M-V/def2-TZVPD.

The geometry in XYZ format:
```
64
Properties=species:S:1:pos:R:3:forces:R:3
C 2.972849 3.005555 0.586978 -0.11 0.14 0.19
C 1.715886 3.603671 1.205323 -0.06 -0.07 -0.23
C 0.425375 3.325476 0.431379 0.09 0.02 0.17
H 0.512528 3.675514 -0.598724 -0.08 0.09 -0.02
H -0.372381 3.902834 0.907342 -0.02 0.06 -0.08
C -0.008699 1.845959 0.391006 -0.19 0.15 -0.02
N 0.427713 1.095961 1.550167 0.02 0.06 -0.11
H -0.119907 1.337284 2.369982 0.00 -0.01 -0.07
C 0.316727 -0.327815 1.251692 -0.03 -0.30 0.01
C 1.334175 -1.149000 2.000444 -0.08 0.00 0.09
C 1.209954 -2.532026 2.026774 0.06 0.19 0.04
C 2.137951 -3.320255 2.673567 0.05 -0.18 -0.01
C 3.237346 -2.752757 3.334037 -0.13 0.15 0.01
C 3.356485 -1.357061 3.292015 0.21 -0.10 0.07
C 2.423294 -0.577466 2.638809 -0.18 -0.06 -0.10
H 2.535676 0.495335 2.626451 0.02 0.11 0.01
H 4.183522 -0.863295 3.774816 0.10 0.01 0.07
N 4.142741 -3.529384 4.023144 0.23 -0.21 0.18
C 5.384086 -2.944628 4.469340 -0.05 0.14 0.00
H 5.958487 -2.510182 3.642012 0.04 0.04 0.02
H 5.994079 -3.709689 4.944167 -0.03 0.02 0.00
H 5.193057 -2.163563 5.208852 0.10 0.04 -0.01
C 4.083570 -4.966000 3.908537 -0.12 -0.01 -0.06
H 4.849949 -5.409595 4.540507 -0.03 0.02 -0.01
H 3.114849 -5.332203 4.253958 0.02 -0.09 -0.04
H 4.242032 -5.310812 2.878881 -0.03 -0.06 0.00
H 1.997315 -4.388137 2.658881 0.02 -0.12 0.02
H 0.374380 -2.997355 1.523446 -0.12 -0.08 -0.06
H -0.686643 -0.722364 1.481051 0.17 0.10 -0.06
C 0.534585 -0.398954 -0.281228 -0.03 0.06 0.23
C -0.647636 -0.983938 -1.025121 0.30 -0.10 0.06
O -1.199096 -2.028924 -0.810713 -0.04 -0.13 0.10
N -0.979248 -0.102095 -2.046282 -0.35 -0.14 -0.28
C -0.209189 1.055556 -2.048864 0.51 0.20 -0.06
O -0.190227 1.880937 -2.920172 0.06 0.02 -0.08
C 0.609487 1.038985 -0.778202 0.13 0.07 0.13
H 1.616959 1.399148 -0.973711 -0.08 -0.02 -0.05
C -2.026945 -0.341766 -2.972868 -0.24 -0.05 -0.21
C -3.253207 -0.805656 -2.512851 0.08 0.02 0.03
C -4.278882 -1.028040 -3.413910 -0.03 0.01 0.02
C -4.090023 -0.779013 -4.763015 -0.05 0.00 -0.06
C -2.867244 -0.311552 -5.213936 -0.03 -0.02 -0.04
C -1.829212 -0.096276 -4.324922 0.08 -0.02 0.09
H -0.876296 0.268409 -4.672188 0.06 0.03 -0.01
H -2.715807 -0.117310 -6.265105 0.02 0.02 -0.08
H -4.895027 -0.950129 -5.461935 -0.07 -0.01 -0.06
H -5.230526 -1.392678 -3.057363 -0.07 -0.04 0.03
H -3.397069 -0.997068 -1.461186 0.01 -0.01 0.08
H 1.423430 -0.988015 -0.518317 -0.11 0.02 -0.04
C -1.549470 1.844129 0.319352 0.04 -0.17 0.38
O -2.241925 1.439686 1.219366 -0.05 0.01 0.01
O -2.002013 2.374329 -0.808218 0.13 0.29 -0.09
C -3.416423 2.506419 -0.993541 -0.65 0.07 0.04
C -3.751609 3.958980 -1.284741 0.29 -0.35 0.07
H -3.189960 4.297952 -2.151075 0.00 0.09 -0.09
H -3.496708 4.586337 -0.433969 -0.01 0.08 0.07
H -4.814392 4.052680 -1.488134 -0.12 0.03 -0.03
H -3.921806 2.149455 -0.090365 0.07 0.02 -0.24
H -3.685011 1.868641 -1.841536 0.07 0.05 0.15
H 1.606460 3.227457 2.222578 0.01 0.09 0.06
H 1.830568 4.688981 1.259350 -0.03 0.00 0.07
H 3.058568 3.285244 -0.461241 0.06 -0.01 -0.15
H 3.851884 3.378281 1.108761 0.13 -0.02 -0.01
H 2.965462 1.923097 0.673715 0.06 -0.15 -0.05
```
Positions in Å, forces in eV/Å.

E (Eh): -1474.64518
SMILES: CCC[C@]1(C(=O)OCC)N[C@H](c2ccc(N(C)C)cc2)[C@H]2C(=O)N(c3ccccc3)C(=O)[C@H]21
Frontier orbital gap (eV): 8.2
Relative energy (zero: lowest compared OMol25 entry of this formula, charge and spin) (eV): 0.980
HOMO energy (eV): -7.45
Largest force on an atom (hartree/bohr): 0.0128

---

4.
A structure of composition C26H31N4OSTi, computed with ωB97M-V/def2-TZVPD.

The geometry in XYZ format:
```
64
Properties=species:S:1:pos:R:3:forces:R:3
Ti 0.004102 0.171607 0.470092 0.16 0.30 -0.01
N -4.079874 -0.656131 -1.191912 -0.04 0.01 0.03
C -2.793450 -0.721712 -0.759802 0.21 0.02 -0.08
S -1.786712 0.672992 -1.116171 0.17 0.02 0.12
N -2.412653 -1.794590 -0.149335 -0.25 -0.12 0.00
N -1.095118 -1.757437 0.276644 0.19 -0.07 -0.01
C -0.596387 -2.927775 0.469857 -0.16 0.02 -0.01
C 0.753333 -3.225427 0.890491 0.22 0.07 0.08
C 1.168205 -4.562522 0.917725 -0.07 0.03 -0.02
C 2.447999 -4.908487 1.294690 0.04 -0.02 0.01
C 3.342465 -3.905581 1.666150 -0.05 -0.01 -0.01
C 2.955729 -2.580037 1.660451 0.02 0.04 0.04
C 1.663991 -2.221267 1.268324 -0.09 -0.16 0.13
O 1.305334 -0.944389 1.270474 -0.20 0.19 -0.40
H -4.318734 0.051608 -1.861821 0.00 0.00 0.01
H -4.612559 -1.509777 -1.186814 0.00 0.00 0.01
H -1.250028 -3.778599 0.283376 -0.03 0.03 -0.02
H 0.459479 -5.330176 0.628835 0.00 0.00 0.00
H 2.753616 -5.945604 1.303810 0.00 0.00 0.00
H 4.349531 -4.165772 1.966014 0.00 0.00 0.00
H 3.636791 -1.792683 1.956184 -0.01 0.01 -0.01
C -2.421287 1.781197 3.895231 0.01 0.02 0.00
C -1.479182 2.617622 3.072235 -0.03 0.01 -0.04
C -1.417381 3.995165 3.223073 0.03 0.02 -0.03
C -0.555735 4.735696 2.421055 -0.03 -0.03 0.02
C -0.471052 6.232270 2.570184 -0.01 -0.03 0.01
C 0.236145 4.112675 1.466130 0.02 0.04 -0.03
C 0.228988 2.718719 1.277307 -0.12 0.06 0.18
C -0.656109 2.010694 2.135955 -0.09 -0.03 0.09
N 0.906925 1.951769 0.358906 -0.20 -0.42 -0.11
C 1.996614 2.302377 -0.563243 0.07 -0.10 -0.04
C 2.504877 3.750477 -0.557049 -0.01 -0.01 -0.02
C 3.663307 3.921644 -1.549608 0.00 0.02 0.00
C 4.822850 2.996607 -1.179150 -0.01 -0.02 -0.01
C 4.334960 1.547649 -1.216422 0.01 0.01 -0.01
C 3.836604 1.207842 -2.624093 0.00 0.01 0.00
C 2.683233 2.143420 -2.998769 0.01 -0.02 -0.01
C 3.173662 3.592495 -2.961776 0.01 -0.01 0.00
C 1.540069 1.970315 -1.996220 0.01 0.01 0.06
C 3.187090 1.381730 -0.221183 -0.02 0.05 0.00
H -2.863801 2.367867 4.698599 0.00 0.00 0.00
H -1.906925 0.927447 4.339606 -0.01 0.00 0.00
H -3.231813 1.393566 3.274484 0.00 0.00 0.00
H -2.036560 4.489555 3.961677 0.00 0.00 0.00
H -1.181740 6.596064 3.310809 0.00 0.01 0.00
H -0.681404 6.728024 1.621325 0.00 0.01 0.00
H 0.530326 6.533162 2.883019 0.00 0.01 0.00
H 0.861822 4.745716 0.862717 0.01 -0.02 -0.02
H -0.789270 0.911653 2.169350 0.24 0.04 0.06
H 2.834954 4.027173 0.447638 -0.01 0.01 0.00
H 1.700611 4.425839 -0.856835 -0.01 0.01 0.02
H 3.998285 4.961997 -1.511599 0.00 0.00 0.00
H 5.194385 3.240889 -0.179252 0.00 0.00 0.00
H 5.651754 3.136663 -1.879746 0.00 0.01 0.00
H 5.151504 0.872895 -0.944131 0.00 0.00 0.01
H 3.500368 0.166686 -2.659945 0.00 0.00 0.00
H 4.651847 1.311621 -3.346707 0.00 0.00 0.00
H 2.322806 1.898731 -4.001658 -0.01 0.01 0.00
H 2.363339 4.271024 -3.245494 0.00 0.00 0.00
H 3.984887 3.733119 -3.682525 0.00 0.01 0.00
H 1.179114 0.934019 -2.026033 0.00 0.01 -0.02
H 0.689777 2.608299 -2.257074 -0.01 -0.01 0.00
H 3.518916 1.604699 0.797949 0.00 -0.01 0.01
H 2.840500 0.344397 -0.219450 0.02 0.00 0.00
```
Positions in Å, forces in eV/Å.

2S+1: 2
E (Eh): -2551.38405
Frontier orbital gap (alpha / beta) (eV): 7.1 / 7.2
Relative energy (zero: lowest compared OMol25 entry of this formula, charge and spin) (eV): 0.000
HOMO energy (alpha / beta) (eV): -7.25 / -7.28
Largest force on an atom (hartree/bohr): 0.0094
<S²>: 0.755

---

> Among the records above, which one has the highest E?

C26H31N3O4